{
  "formula": "C38H58F22N4O17P",
  "method": "wB97M-V/def2-TZVPD",
  "symbols": ["C", "C", "C", "C", "N", "N", "C", "C", "C", "F", "C", "N", "C", "C", "N", "P", "O", "O", "O", "H", "H", "H", "H", "H", "H", "H", "H", "H", "H", "H", "H", "H", "H", "H", "H", "H", "H", "H", "H", "H", "H", "H", "C", "C", "O", "C", "O", "C", "F", "F", "F", "H", "H", "H", "H", "H", "C", "C", "O", "C", "O", "C", "F", "F", "F", "H", "H", "H", "H", "H", "C", "C", "O", "C", "O", "C", "F", "F", "F", "H", "H", "H", "H", "H", "C", "C", "O", "C", "O", "C", "F", "F", "F", "H", "H", "H", "H", "H", "C", "C", "O", "C", "O", "C", "F", "F", "F", "H", "H", "H", "H", "H", "C", "C", "O", "C", "O", "C", "F", "F", "F", "H", "H", "H", "H", "H", "C", "C", "O", "C", "O", "C", "F", "F", "F", "H", "H", "H", "H", "H"],
  "coordinates": [[6.831254, 0.767356, -1.678167], [5.388800, 0.389535, -1.312321], [4.420250, 1.533105, -1.567399], [3.101723, 1.321335, -0.817154], [1.964373, 1.017262, -1.697971], [0.820236, 1.770951, -1.454924], [0.553667, 3.002070, -2.233187], [1.743657, 3.954419, -2.294351], [2.391583, 4.010570, -3.653835], [1.410466, 4.347366, -4.569351], [-0.010959, 1.319751, -0.574274], [0.300929, 0.167313, 0.104141], [-0.743898, -0.017935, 1.156664], [-1.883604, 0.795419, 0.582704], [-1.211796, 1.901736, -0.186466], [-2.326904, 2.262275, -1.447333], [-2.329335, 3.662347, -1.805873], [-3.789087, 1.907904, -0.958687], [-1.966620, 1.354929, -2.699325], [6.918122, 1.840093, -1.691823], [7.076111, 0.402600, -2.662475], [7.502825, 0.351676, -0.948685], [5.356549, 0.130090, -0.263188], [5.098651, -0.499559, -1.857994], [4.254902, 1.613952, -2.636569], [4.912340, 2.430655, -1.230273], [3.273614, 0.494454, -0.143717], [2.914254, 2.186684, -0.194108], [2.230115, 1.123827, -2.665200], [0.301745, 2.687068, -3.233764], [-0.279447, 3.513702, -1.785234], [2.490139, 3.801621, -1.528307], [1.354284, 4.946144, -2.126878], [3.111190, 4.815457, -3.632089], [2.864507, 3.077485, -3.936092], [1.128048, 0.425397, 0.642698], [-0.978484, -1.066051, 1.218841], [-0.452473, 0.356306, 2.127494], [-2.406008, 0.098445, -0.047216], [-2.521207, 1.163567, 1.363431], [-4.336716, 2.553307, -1.434684], [-2.793245, 1.117097, -3.154995], [-6.623036, -2.913647, -4.984759], [-6.928307, -1.810991, -3.995644], [-6.143978, -1.964318, -2.785383], [-4.919347, -1.498407, -2.834230], [-4.385496, -0.948639, -3.757020], [-4.229042, -1.686066, -1.477447], [-4.419746, -2.905543, -0.957488], [-4.677705, -0.786517, -0.585976], [-2.906534, -1.490095, -1.586386], [-6.770341, -3.890781, -4.524603], [-7.274904, -2.830571, -5.852336], [-5.588684, -2.863983, -5.324046], [-7.967543, -1.861163, -3.681429], [-6.760637, -0.828273, -4.424952], [4.999906, 9.107291, -0.743366], [5.796184, 8.763403, -1.983019], [6.703349, 7.667959, -1.733049], [6.194574, 6.455254, -1.794366], [5.057765, 6.161850, -2.034364], [7.300547, 5.416117, -1.549564], [8.069239, 5.757822, -0.510180], [8.076951, 5.307234, -2.636525], [6.761429, 4.214887, -1.296497], [5.667366, 9.311973, 0.093459], [4.382552, 9.985709, -0.923807], [4.350422, 8.282522, -0.451200], [6.425116, 9.600500, -2.274382], [5.149882, 8.526810, -2.826309], [-5.408089, -5.840052, 1.786009], [-4.905269, -4.468487, 2.180916], [-5.611276, -3.965339, 3.330816], [-5.187797, -4.402665, 4.509348], [-4.287038, -5.160839, 4.705348], [-6.009055, -3.743361, 5.628095], [-7.318738, -3.750639, 5.346729], [-5.629397, -2.460809, 5.787468], [-5.825373, -4.377744, 6.787371], [-6.486189, -5.818101, 1.627593], [-4.923332, -6.171874, 0.868745], [-5.206735, -6.571753, 2.567126], [-5.096170, -3.755250, 1.382817], [-3.832633, -4.474095, 2.371887], [5.974733, -4.705655, -6.030739], [5.666937, -3.659863, -4.981517], [6.599558, -3.729090, -3.885098], [7.764309, -3.122183, -4.074155], [8.106289, -2.527020, -5.050385], [8.626561, -3.256420, -2.809206], [8.594623, -4.506250, -2.323011], [8.170138, -2.425737, -1.850403], [9.895406, -2.942413, -3.060444], [6.003633, -5.698213, -5.581430], [5.214781, -4.694224, -6.810675], [6.944803, -4.525252, -6.491674], [4.687705, -3.839610, -4.542735], [5.662040, -2.656127, -5.404396], [6.708925, -4.159474, 3.769448], [7.049677, -2.685850, 3.787319], [6.056772, -1.911258, 3.076759], [4.959750, -1.611301, 3.749758], [4.696980, -1.907387, 4.874812], [4.042315, -0.754072, 2.864634], [3.944889, -1.247264, 1.616749], [4.513606, 0.503081, 2.766995], [2.804966, -0.683438, 3.368235], [6.576373, -4.507654, 2.744893], [7.505734, -4.735681, 4.236294], [5.781469, -4.355505, 4.306380], [7.986265, -2.505585, 3.265737], [7.158514, -2.308985, 4.802502], [-6.115897, -4.428331, 9.971463], [-5.604553, -3.057320, 10.354620], [-6.282022, -2.550344, 11.519649], [-5.831376, -2.984495, 12.689144], [-4.928629, -3.745587, 12.865551], [-6.625527, -2.320471, 13.825562], [-7.942304, -2.330856, 13.568449], [-6.236446, -1.041109, 13.968005], [-6.416753, -2.954459, 14.978229], [-7.197749, -4.407796, 9.836647], [-5.652333, -4.759492, 9.048145], [-5.897700, -5.160592, 10.748050], [-5.811723, -2.341460, 9.561741], [-4.528426, -3.062357, 10.520878], [-5.216004, 4.994465, -4.401308], [-5.110249, 3.496692, -4.227658], [-6.236829, 2.813519, -4.805690], [-6.176347, 2.610642, -6.119138], [-5.287182, 2.934564, -6.843830], [-7.425501, 1.844638, -6.585338], [-8.541911, 2.344408, -6.038446], [-7.331411, 0.545617, -6.224171], [-7.548664, 1.897917, -7.907118], [-6.161958, 5.357743, -4.000098], [-4.397568, 5.493238, -3.884123], [-5.178101, 5.267755, -5.454452], [-5.130525, 3.240580, -3.168402], [-4.181501, 3.110265, -4.648474]],
  "forces_ev_per_angstrom": [[-0.826, -0.240, -0.033], [0.607, 0.135, -0.135], [-0.059, -0.718, 0.165], [0.482, 0.097, -0.029], [0.213, 0.031, 0.112], [-0.275, 0.874, -0.481], [1.021, -0.223, 0.300], [-0.176, 0.089, -0.184], [-0.031, 0.385, 0.582], [-0.091, -0.197, -0.350], [0.120, -0.491, 0.196], [0.081, 1.146, 1.925], [-0.005, 0.303, -0.786], [0.497, -0.819, 1.162], [-1.222, -1.837, -1.179], [-0.279, 1.822, -0.908], [0.250, 1.559, -0.238], [0.161, -1.027, 0.217], [-0.227, -0.729, 0.793], [0.319, 0.400, 0.080], [0.298, -0.117, -0.326], [0.498, -0.128, 0.097], [-0.074, -0.043, 0.364], [-0.242, -0.298, -0.090], [-0.081, 0.254, -0.309], [-0.064, 0.531, 0.033], [-0.243, -0.401, 0.258], [-0.400, 0.307, 0.071], [-0.194, 0.111, -0.181], [-0.359, -0.061, -0.350], [-0.228, 0.033, -0.001], [0.174, -0.197, 0.207], [-0.151, 0.417, 0.172], [0.462, 0.084, -0.214], [0.052, -0.220, -0.324], [0.740, -0.971, -0.616], [-0.186, -0.316, 0.162], [0.441, 0.071, 0.188], [-0.538, 0.229, -0.528], [-0.399, 0.405, 0.043], [-0.208, 0.085, 0.397], [0.294, -0.394, -0.240], [0.313, -0.122, 0.173], [-0.509, -0.111, -0.547], [0.151, 0.005, 0.159], [-0.440, 0.043, -0.272], [0.282, 0.243, 0.132], [0.326, -0.258, 0.713], [-0.006, 0.251, -0.265], [-0.167, -0.125, -0.154], [-0.073, -0.081, -0.169], [-0.120, 0.005, -0.019], [-0.037, 0.040, 0.013], [-0.017, 0.084, -0.067], [0.075, -0.038, 0.256], [0.206, 0.051, 0.116], [0.054, -0.269, 0.167], [-0.303, 0.527, -0.021], [0.122, -0.130, -0.049], [-0.133, 0.405, -0.083], [-0.089, -0.244, -0.001], [0.322, -0.228, 0.143], [-0.152, -0.111, -0.198], [-0.158, 0.004, 0.181], [0.076, 0.235, -0.050], [0.024, 0.102, -0.036], [0.019, 0.022, -0.039], [-0.056, 0.013, -0.073], [0.186, -0.120, 0.029], [0.012, -0.204, 0.025], [-0.134, -0.087, 0.251], [0.141, -0.213, -0.515], [-0.024, 0.164, 0.125], [0.136, -0.034, -0.413], [0.013, -0.010, 0.197], [-0.392, 0.159, 0.411], [0.267, -0.028, 0.042], [0.011, -0.239, -0.070], [0.016, 0.137, -0.350], [0.007, 0.049, -0.097], [0.017, 0.034, -0.016], [0.096, -0.002, -0.016], [-0.142, 0.131, 0.141], [-0.024, -0.035, 0.206], [0.274, -0.071, 0.073], [-0.389, -0.093, -0.379], [0.061, 0.079, 0.189], [-0.382, -0.061, -0.213], [0.175, 0.092, 0.046], [0.467, -0.168, 0.385], [-0.054, 0.259, -0.094], [-0.004, -0.118, -0.181], [-0.284, 0.008, -0.011], [-0.105, -0.007, 0.007], [-0.032, 0.021, 0.014], [-0.027, 0.079, -0.044], [0.087, -0.038, 0.190], [0.192, 0.035, 0.040], [-0.325, 0.027, -0.098], [0.460, -0.387, 0.187], [-0.115, 0.201, -0.101], [0.476, -0.248, 0.102], [-0.244, 0.098, 0.029], [-0.362, 0.299, -0.229], [-0.006, 0.046, 0.176], [-0.030, -0.227, 0.007], [0.204, -0.041, -0.063], [0.115, -0.006, -0.018], [0.039, 0.028, 0.004], [0.043, 0.017, 0.091], [-0.104, 0.130, -0.154], [-0.198, 0.078, 0.012], [-0.168, -0.108, 0.369], [0.156, -0.172, -0.515], [-0.037, 0.136, 0.126], [0.112, -0.032, -0.424], [0.013, -0.024, 0.192], [-0.253, 0.080, 0.354], [0.249, 0.018, 0.067], [-0.061, -0.213, -0.048], [-0.015, 0.125, -0.217], [0.009, 0.052, -0.103], [0.053, 0.006, -0.025], [0.088, 0.022, 0.006], [-0.127, 0.112, 0.127], [-0.013, -0.031, 0.198], [-0.177, 0.062, -0.147], [0.349, 0.281, 0.158], [-0.093, -0.202, 0.034], [0.250, 0.142, 0.268], [-0.039, -0.071, -0.160], [-0.558, -0.095, -0.319], [0.274, -0.121, -0.037], [0.039, 0.256, -0.029], [0.129, -0.022, 0.262], [0.025, -0.013, 0.091], [0.025, -0.049, 0.029], [0.088, -0.043, -0.017], [-0.228, -0.062, -0.031], [-0.066, -0.025, -0.156]],
  "lowdin_charge": [-0.072, -0.241, -0.180, -0.180, 0.052, -0.025, -0.085, -0.122, -0.197, -0.031, -0.305, 0.137, -0.096, -0.146, 0.024, 0.397, -0.232, -0.087, -0.065, 0.046, 0.070, 0.070, 0.089, 0.111, 0.108, 0.098, 0.084, 0.117, 0.126, 0.132, 0.084, 0.107, 0.126, 0.113, 0.108, 0.133, 0.125, 0.128, 0.080, 0.135, 0.084, 0.091, -0.047, -0.175, 0.057, -0.407, 0.161, -0.523, 0.171, 0.158, 0.147, 0.086, 0.089, 0.081, 0.133, 0.101, -0.057, -0.185, 0.047, -0.404, 0.148, -0.531, 0.177, 0.176, 0.144, 0.086, 0.086, 0.075, 0.129, 0.125, -0.053, -0.199, 0.034, -0.401, 0.178, -0.530, 0.171, 0.159, 0.161, 0.086, 0.083, 0.081, 0.106, 0.125, -0.056, -0.200, 0.029, -0.404, 0.176, -0.535, 0.166, 0.150, 0.177, 0.086, 0.084, 0.081, 0.123, 0.123, -0.056, -0.185, 0.034, -0.411, 0.185, -0.526, 0.146, 0.158, 0.157, 0.084, 0.087, 0.079, 0.127, 0.128, -0.057, -0.193, 0.033, -0.402, 0.174, -0.538, 0.164, 0.163, 0.173, 0.088, 0.060, 0.082, 0.123, 0.126, -0.041, -0.204, 0.033, -0.394, 0.187, -0.530, 0.171, 0.146, 0.185, 0.090, 0.087, 0.085, 0.098, 0.125],
  "lumo_energy_ev": -2.289,
  "max_force_ev_per_a": 2.5,
  "total_charge": 1,
  "orbital_gap_ev": 9.918
}



{
  "formula": "C5H10O",
  "method": "wB97M-V/def2-TZVPD",
  "symbols": ["C", "C", "C", "C", "C", "O", "H", "H", "H", "H", "H", "H", "H", "H", "H", "H"],
  "coordinates": [[2.088312, 0.200634, 0.397350], [0.608483, 0.355250, 0.158657], [-0.021887, -0.402225, -1.007349], [-1.514893, -0.317513, -0.607947], [-1.461983, 0.288174, 0.837184], [-0.161424, -0.056692, 1.280260], [2.429206, 0.897239, 1.168827], [2.634455, 0.414228, -0.528101], [2.325400, -0.818956, 0.715430], [0.339523, 1.411887, -0.017385], [0.219303, 0.071167, -1.966143], [0.338666, -1.437467, -1.044766], [-1.937968, -1.320127, -0.513429], [-2.112161, 0.213284, -1.358090], [-2.219072, -0.140084, 1.495270], [-1.536469, 1.387114, 0.935723]],
  "forces_ev_per_angstrom": [[0.034, -0.038, 0.022], [0.239, 0.113, -0.207], [0.048, 0.021, 0.045], [-0.095, -0.059, 0.115], [-0.343, -0.126, -0.093], [0.068, 0.150, 0.081], [-0.023, -0.135, -0.082], [-0.058, -0.031, 0.152], [-0.044, 0.088, -0.056], [0.449, 0.068, 0.036], [-0.169, -0.059, 0.158], [-0.072, 0.175, 0.072], [0.002, 0.087, -0.105], [0.049, 0.139, 0.409], [0.180, -0.127, 0.011], [-0.266, -0.265, -0.560]],
  "nbo_charge": [-0.620, 0.095, -0.423, -0.437, -0.077, -0.525, 0.218, 0.213, 0.216, 0.149, 0.208, 0.204, 0.210, 0.213, 0.192, 0.164],
  "lumo_energy_ev": 1.213,
  "smiles": "C[C@H]1CCCO1",
  "max_force_ev_per_a": 0.7,
  "relative_energy_kcal_mol": 12.5,
  "total_charge": 0,
  "orbital_gap_ev": 11.062
}



Table of HOMO level (eV), in record order: -12.21 -9.85
Table of calculated total energy (eV), in record order: -150186.457 -7394.225